[1]
C44H28BrF4HgN9O3PS | ωB97M-V/def2-TZVPD

```
! wB97M-V def2-TZVPD RIJCOSX def2/J DEFGRID3
* xyz -2 2
Hg -0.1980 -0.3523 1.3994
C 3.0120 2.3489 -0.3692
C 2.3667 3.5764 -0.6038
C 1.0403 3.7136 -0.3169
C 0.2832 2.6335 0.2276
N 0.9408 1.4660 0.4643
C 2.2529 1.3466 0.1624
N -1.0311 2.8575 0.4009
C -1.9458 2.1093 1.0228
N -1.7902 0.9852 1.8144
C -2.9917 0.5981 2.3655
N -3.2898 -0.4025 3.1860
C -2.4201 -1.2379 3.7994
C -3.0054 -2.2966 4.5545
C -2.2233 -3.1586 5.2692
C -0.8285 -3.0035 5.2512
C -0.3233 -1.9929 4.4720
N -1.0672 -1.1399 3.7479
C -3.9944 1.4867 1.8374
C -5.3821 1.5339 2.0125
C -6.0954 2.5110 1.3511
C -5.4389 3.4662 0.5348
C -4.0713 3.4390 0.3719
C -3.3434 2.4284 1.0171
H 4.0636 2.1909 -0.5643
H 2.9225 4.4118 -1.0140
H 0.5047 4.6362 -0.4943
H 2.7043 0.3851 0.3829
H -4.0847 -2.3729 4.5419
H -2.6781 -3.9615 5.8388
H -0.1664 -3.6594 5.7991
H 0.7522 -1.8566 4.3982
H -5.8733 0.8004 2.6406
H -7.1731 2.5573 1.4589
H -6.0263 4.2260 0.0313
H -3.5575 4.1662 -0.2463
F -6.8465 -1.1598 -3.0645
C -5.5338 -1.0800 -2.8065
C -4.6850 -0.5199 -3.7319
F -5.1750 -0.0597 -4.8926
C -3.3261 -0.4499 -3.4633
F -2.5630 0.0709 -4.4373
C -2.7863 -0.8844 -2.2655
P -1.0502 -0.5241 -1.7208
C -0.6636 1.0081 -2.6596
C 0.5321 1.1519 -3.3552
C 0.8473 2.3570 -3.9715
C -0.0373 3.4226 -3.9101
C -1.2298 3.2879 -3.2085
C -1.5324 2.0955 -2.5719
C -0.0670 -1.7977 -2.5791
C 1.2297 -2.0010 -2.1053
C 2.0576 -2.9476 -2.6940
C 1.5840 -3.7210 -3.7449
C 0.2889 -3.5376 -4.2123
C -0.5310 -2.5767 -3.6368
C -3.6641 -1.4993 -1.3676
Br -3.0746 -2.3155 0.2169
C -5.0216 -1.5844 -1.6288
F -5.8725 -2.1636 -0.7760
H 1.2335 0.3288 -3.4109
H 1.7909 2.4590 -4.4928
H 0.2107 4.3633 -4.3874
H -1.9098 4.1265 -3.1198
H -2.4421 2.0222 -1.9847
H 1.5975 -1.4165 -1.2671
H 3.0623 -3.0902 -2.3174
H 2.2217 -4.4722 -4.1936
H -0.0834 -4.1411 -5.0316
H -1.5368 -2.4402 -4.0124
N 0.8337 -2.2091 1.2336
C 1.0251 -3.3598 1.3312
N 1.1464 -4.6017 1.4890
C 2.0939 -5.4531 1.1794
N 2.8688 -6.2819 0.9469
N 2.8253 -0.2623 3.2274
C 4.0631 -0.0255 2.5962
C 4.6853 1.2120 2.7165
C 5.8818 1.4714 2.0598
C 6.4844 0.4992 1.2740
C 5.8711 -0.7469 1.1666
C 4.6752 -1.0105 1.8204
S 8.0244 0.8268 0.4189
O 7.7798 0.3792 -0.9448
O 8.2112 2.2650 0.5553
O 9.0113 0.0270 1.1292
H 2.2773 0.5732 3.3707
H 2.2855 -1.0026 2.8021
H 4.2039 1.9899 3.3015
H 6.3566 2.4418 2.1254
H 6.3331 -1.5045 0.5457
H 4.1945 -1.9786 1.7146
*
```

F_max = 0.50 eV Å⁻¹
highest occupied orbital energy (spin up / spin down) = -1.29 / -3.41 eV
gap between HOMO and LUMO (spin up / spin down) = 4.588 / 6.700 eV



[2]
C44H28F9InN5O3PTe | ωB97M-V/def2-TZVPD

```
! wB97M-V def2-TZVPD RIJCOSX def2/J DEFGRID3
* xyz -1 2
In 14.2038 13.0479 16.2435
O 10.1233 12.9253 17.4155
C 11.2404 12.8172 16.9557
O 12.2565 13.6030 17.0357
C 11.4957 11.4006 16.1933
C 10.4818 10.4132 16.2331
C 10.7689 9.1361 15.9015
C 12.0422 8.8591 15.3711
C 12.3946 7.5816 14.9506
C 13.6463 7.2628 14.4940
C 14.6260 8.3218 14.4891
C 14.2805 9.6369 14.7855
C 12.9664 9.9167 15.2149
N 12.6738 11.1987 15.6649
H 9.5995 10.7528 16.7802
H 10.0307 8.3478 15.9975
H 11.6776 6.8018 14.9233
H 13.9933 6.2288 14.1692
H 15.5970 8.1488 14.0587
H 14.9440 10.4160 14.3816
N 12.1117 17.4644 11.8127
C 12.9181 16.9455 12.4299
N 13.7612 16.2489 13.1435
C 13.4966 15.1922 13.7974
N 13.4133 14.2204 14.4360
O 16.5465 10.8810 13.0872
N 16.4565 11.8738 12.3221
C 16.5691 11.6585 10.9056
C 16.5075 12.6749 10.0091
C 16.3146 14.0060 10.4999
C 16.1796 14.1961 11.8438
C 16.2891 13.1627 12.7846
H 16.6733 10.5900 10.5959
H 16.6391 12.5090 8.9338
H 16.1628 14.8358 9.8461
H 16.1176 15.1754 12.2782
H 16.0379 13.2901 13.7888
F 11.4412 6.0300 7.6341
C 11.6188 5.8880 8.9234
F 10.4925 5.3922 9.4783
F 12.5600 4.9050 9.0723
C 11.9165 7.2055 9.6575
C 11.1593 8.2945 9.1753
C 11.3604 9.5192 9.7931
C 12.2160 9.6422 10.8757
C 12.9327 8.5326 11.4178
C 12.7874 7.3172 10.7517
P 12.4389 11.2236 11.8148
C 12.4388 12.5634 10.4971
C 12.0531 13.8536 10.7410
C 12.1803 14.8292 9.7386
C 12.6416 14.5442 8.4853
C 13.0136 13.2478 8.2028
C 12.9708 12.2683 9.2141
C 12.7574 15.5122 7.3663
F 11.7986 15.3591 6.4190
F 13.9388 15.4958 6.7361
F 12.6356 16.7832 7.7717
C 10.7684 11.5040 12.4370
C 9.6792 10.6507 12.1986
C 8.4627 11.0341 12.6959
C 8.3026 12.2463 13.3845
C 9.3977 13.0622 13.6790
C 10.6513 12.6418 13.2628
C 6.9547 12.7714 13.7733
F 6.0153 12.2860 12.9079
F 6.8161 14.0838 13.8162
F 6.6164 12.3393 14.9930
H 10.4950 8.1610 8.3343
H 10.8564 10.4068 9.5442
H 13.5364 8.6321 12.3477
H 13.3359 6.3914 11.0128
H 11.6849 14.2184 11.6777
H 11.9346 15.8390 10.0119
H 13.4487 13.0620 7.2463
H 13.4294 11.2870 8.9800
H 9.7988 9.6896 11.6325
H 7.5606 10.4452 12.3979
H 9.2583 13.9798 14.2604
H 11.5830 13.1137 13.5257
Te 16.5949 14.9211 17.0296
C 17.9651 13.4736 16.4434
C 18.0759 12.1734 16.8706
C 18.9086 11.2629 16.2457
C 19.7755 11.6725 15.2348
C 19.8178 13.0159 14.8642
C 18.8968 13.8892 15.4368
H 17.3865 11.8164 17.6472
H 18.8083 10.1881 16.6039
H 20.4663 10.9607 14.8121
H 20.5866 13.2687 14.1269
H 19.0201 14.9297 15.2242
*
```

F_max = 3.40 eV Å⁻¹
highest occupied orbital energy (spin up / spin down) = -4.34 / -5.22 eV
gap between HOMO and LUMO (spin up / spin down) = 6.010 / 6.307 eV



> What is the F_max in the second record?

3.40 eV Å⁻¹